Entry 1:
ORCA calculation (wB97M-V/def2-TZVPD) on an isolated molecule of C19H36O5.

Summary:
Orbital gap (eV): 10.6556
Multiplicity: 1
Highest occupied orbital energy (eV): -9.80
Structure (SMILES): CC(C)(CCCCCC(O)CCCCCC(C)(C)C(=O)O)C(=O)O
Molecular weight (u): 344.5
Energy (eV): -30527.3743

Cartesian coordinates (Å):
C1 -4.1416 -1.7798 -1.4550
C2 -3.5391 -1.7355 -0.0523
C3 -4.0966 -2.8803 0.7977
C4 -3.8359 -0.3911 0.6544
C5 -3.4115 0.8469 -0.1391
C6 -3.0694 2.0160 0.7817
C7 -2.5101 3.2222 0.0266
C8 -1.1499 2.9837 -0.6359
C9 -0.0374 2.5731 0.3437
O1 -0.1388 1.2194 0.7303
C10 1.3458 2.8439 -0.2652
C11 2.4714 2.4723 0.7042
C12 3.7564 2.0594 -0.0156
C13 3.6692 0.6541 -0.6186
C14 3.8506 -0.4354 0.4388
C15 3.3339 -1.8346 0.0282
C16 3.8041 -2.2207 -1.3771
C17 3.8358 -2.8626 1.0436
C18 1.8124 -1.7733 0.0431
O2 1.1718 -1.2078 -0.8345
O3 1.2529 -2.3470 1.0673
C19 -2.0232 -1.8425 -0.0840
O4 -1.3798 -2.2856 0.8506
O5 -1.4594 -1.3722 -1.1704
H1 -3.7113 -1.0146 -2.0929
H2 -5.2160 -1.6235 -1.3946
H3 -3.9584 -2.7492 -1.9134
H4 -3.8881 -3.8393 0.3283
H5 -5.1727 -2.7740 0.9079
H6 -3.6381 -2.8758 1.7829
H7 -4.9053 -0.3475 0.8696
H8 -3.3076 -0.3993 1.6108
H9 -4.2051 1.1432 -0.8283
H10 -2.5309 0.6085 -0.7317
H11 -2.3300 1.6852 1.5111
H12 -3.9658 2.3247 1.3255
H13 -3.2219 3.5270 -0.7453
H14 -2.4087 4.0539 0.7284
H15 -0.8484 3.9101 -1.1297
H16 -1.2360 2.2157 -1.4075
H17 -0.1454 3.1412 1.2751
H18 0.1415 0.6717 -0.0155
H19 1.4240 3.8944 -0.5479
H20 1.4298 2.2488 -1.1787
H21 2.6746 3.3209 1.3601
H22 2.1281 1.6497 1.3341
H23 4.5933 2.0929 0.6855
H24 3.9635 2.7817 -0.8085
H25 4.4391 0.5448 -1.3842
H26 2.7020 0.5295 -1.1046
H27 4.9122 -0.5269 0.6792
H28 3.3340 -0.1447 1.3563
H29 4.8822 -2.1048 -1.4528
H30 3.3267 -1.5989 -2.1288
H31 3.5522 -3.2592 -1.5824
H32 3.5558 -2.5761 2.0536
H33 3.4133 -3.8433 0.8389
H34 4.9195 -2.9331 0.9871
H35 0.2428 -2.3012 1.0477
H36 -0.4567 -1.3554 -1.0978

Entry 2:
ORCA calculation (wB97M-V/def2-TZVPD) on a cluster of 2 separate species, C3H9NO3 in total.

Summary:
Orbital gap (eV): 10.8685
Multiplicity: 1
Highest occupied orbital energy (eV): -10.20
Structure (SMILES): CCNC(=O)O.O
Molecular weight (u): 107.1
Energy (eV): -10890.2406

Cartesian coordinates (Å):
C1 -2.7426 -0.1966 -0.7659
C2 -1.3114 -0.7836 -0.5094
N1 -0.5640 -0.1009 0.5067
C3 0.6755 0.4123 0.4527
O1 1.5258 0.1044 -0.3795
O2 0.9439 1.2135 1.4689
H1 -2.8962 -0.2117 -1.8412
H2 -2.7517 0.8779 -0.5873
H3 -3.4182 -0.7957 -0.1783
H4 -0.7931 -0.7449 -1.4581
H5 -1.4937 -1.8182 -0.2152
H6 -1.0972 0.3731 1.2244
H7 1.8773 1.4495 1.3835
O3 4.1551 -0.1733 0.5497
H8 4.6076 0.6124 0.2431
H9 3.2830 -0.2183 0.1059

Which value of orbital gap does entry 2 give?
10.8685 eV